# 1
Computed, not measured: a structure of composition C10H38NO13V, with wB97M-V/def2-TZVPD.

For the max |F|, the calculation gives 3.55 eV/Å. The calculation puts the energy at -64784.11399 eV. The calculation puts the gap between HOMO and LUMO at 8.5715 eV.

Last column: Löwdin charge in e.
Element x y z (Å)
O: -0.74685 -3.58464 -2.11862  -0.3008
V: -0.05832 -2.98901 -0.83936  1.0576
O: 1.27827 -3.83431 -0.61831  -0.2848
N: -3.81571 -0.47716 -0.66067  0.2786
H: -4.26789 -0.97414 -1.42328  0.1445
H: -2.80619 -0.76180 -0.54817  0.0760
H: -4.34336 -0.49838 0.21700  0.1135
H: -3.73598 0.52709 -0.87705  0.1389
C: -0.58452 -0.68046 0.38252  -0.7948
O: 0.28334 -1.52756 0.79544  -0.0968
O: -1.20263 -1.04506 -0.70179  -0.1653
O: -0.96105 0.35175 0.99903  -0.0508
O: 1.81680 -2.22135 3.02635  -0.0730
H: 2.08762 -1.41231 3.47473  0.0351
H: 1.24709 -1.92060 2.28980  -0.0180
O: -0.60590 0.77395 -2.74843  -0.0404
H: 0.03905 1.44336 -2.48970  0.0670
H: -0.90736 0.37069 -1.91053  0.0115
O: -2.07167 2.70998 -0.32053  -0.0569
H: -1.73243 1.96389 0.20623  -0.0088
H: -1.30861 3.04585 -0.79709  0.0408
O: 0.51056 2.69735 1.84676  -0.0638
H: 1.37283 2.43303 1.49998  0.0144
H: -0.05590 1.94351 1.62063  -0.0187
O: -0.64658 -0.24122 3.93775  -0.0579
H: -0.81070 0.05573 3.02772  -0.0072
H: -0.42003 -1.17577 3.85885  0.0230
C: 4.25910 -0.90629 0.02306  -0.0400
C: 3.79923 0.42054 0.59586  -0.4741
C: 4.58128 1.59151 0.01750  -0.0573
O: 2.43254 0.66234 0.22066  -0.0662
H: 3.56438 -1.68243 0.34291  0.0797
H: 5.29425 -1.12140 0.29561  0.0880
H: 4.30116 -0.81415 -1.06451  0.0683
H: 3.85626 0.48325 1.68575  0.1371
H: 4.45311 1.64378 -1.06643  0.0795
H: 5.65484 1.48250 0.18049  0.0815
H: 4.24420 2.53348 0.44962  0.0774
H: 1.88026 -0.06844 0.53097  0.0504
C: 2.99692 -2.67978 -3.04688  -0.0447
C: 2.20581 -1.39023 -3.25208  -0.4602
C: 1.82617 -1.21215 -4.70911  -0.0491
O: 1.06579 -1.44575 -2.41326  -0.0926
H: 2.37291 -3.55165 -3.24841  0.0874
H: 3.28783 -2.73040 -1.99762  0.0561
H: 3.86275 -2.72072 -3.70430  0.0877
H: 2.83775 -0.53793 -2.97480  0.1343
H: 1.21130 -0.31661 -4.86185  0.0759
H: 1.27029 -2.01873 -5.19318  0.0888
H: 2.70997 -1.06016 -5.33497  0.0843
H: 0.48163 -0.67517 -2.55090  0.0488
C: -5.63666 1.77937 2.02569  -0.0513
C: -4.11981 1.77037 2.11696  -0.4872
C: -3.60052 2.11011 3.50835  -0.0327
O: -3.66642 0.48303 1.70097  -0.0992
H: -5.94380 1.57906 0.99739  0.0710
H: -5.95821 2.80947 2.20887  0.0852
H: -6.12836 1.15132 2.76526  0.0850
H: -3.73947 2.54737 1.44284  0.1208
H: -2.51258 2.12883 3.48882  0.0800
H: -3.89652 1.32954 4.21663  0.0894
H: -4.10546 3.01282 3.85153  0.0843
H: -2.69579 0.44090 1.62329  0.0509

# 2
Computed, not measured: a cluster of 2 separate species, C4H12NOS in total, with wB97M-V/def2-TZVPD.

For the max |F|, the calculation gives 1.75 eV/Å. The expectation value of S² is 0.76. The calculation puts the relative energy (zero: lowest compared OMol25 entry of this formula, charge and spin) at 165.35 kJ/mol. The calculation puts the energy at -18712.52705 eV. The calculation puts the gap between HOMO and LUMO (spin up / spin down) at 8.7660 / 5.7654 eV. As for the spin multiplicity: 2.

Last column: Löwdin charge in e.
Element x y z (Å)
C: -0.06697 -1.30577 -2.07236  -0.2009
C: -1.26509 -1.08404 -1.17256  -0.5416
S: -1.98555 0.57856 -1.47599  0.7736
C: -1.24632 1.42076 -0.08511  -0.4353
H: 0.35171 -2.31013 -1.86519  0.0746
H: 0.73295 -0.65068 -1.80744  0.0368
H: -0.18303 -1.19189 -3.20059  0.0921
H: -0.89782 -1.00688 -0.12603  0.0395
H: -2.01907 -1.86007 -1.27026  0.0650
H: -1.90446 1.22952 0.78755  0.0499
H: -0.25521 1.03064 0.02973  -0.0211
H: -1.17672 2.47192 -0.31646  0.0302
N: 1.59726 1.31765 1.66470  0.0121
C: 1.10089 -0.10552 1.87040  -0.3708
O: 0.83181 -0.69545 0.69510  -0.0317
H: 2.17484 1.32175 0.83507  0.0640
H: 2.16274 1.63200 2.45363  0.0625
H: 1.85028 -0.69693 2.49635  0.1509
H: 0.19773 -0.09542 2.55946  0.1503

# 3
Computed, not measured: a structure of composition C8H8CoNO6, with wB97M-V/def2-TZVPD.

For the max |F|, the calculation gives 7.08 eV/Å. The expectation value of S² is 3.76. The calculation puts the relative energy (zero: lowest compared OMol25 entry of this formula, charge and spin) at 224.08 kJ/mol. The calculation puts the energy at -59814.43249 eV. The calculation puts the gap between HOMO and LUMO (spin up / spin down) at 6.1219 / 8.8290 eV. As for the charge: +1. As for the spin multiplicity: 4.

Last column: Löwdin charge in e.
Element x y z (Å)
O: 0.53457 5.10975 0.56691  0.0300
C: 0.30447 4.16312 -0.03151  0.0110
Co: 0.32845 -0.46081 -2.04218  0.3236
C: 0.28872 -2.25622 -1.58925  -0.0686
O: 0.32556 -2.95139 -0.67148  0.1573
C: 0.19469 -2.81209 -4.91747  0.0087
O: 0.19458 -3.20740 -5.97729  0.0573
C: 1.92107 -0.19654 -2.68796  -0.1261
O: 3.05552 -0.04549 -2.44501  0.1356
C: -1.32880 -0.11237 -2.55066  -0.1241
O: -2.38338 0.18147 -2.16664  0.1174
H: 0.51848 0.51189 -1.13216  -0.0483
C: 0.85660 -0.47621 2.35438  0.0163
N: -0.36128 0.25028 1.95221  -0.1380
C: -1.40680 0.43463 2.95010  -0.0047
C: -0.59761 0.59061 0.71852  -0.1469
O: 0.48880 0.60822 -0.02167  -0.0308
H: 0.75835 -0.73770 3.41933  0.0988
H: 1.73484 0.19123 2.27001  0.1158
H: 1.04184 -1.42781 1.79592  0.1131
H: -1.52686 1.52098 3.09375  0.1128
H: -2.37795 -0.04310 2.70465  0.1197
H: -1.03322 0.03136 3.88932  0.0929
H: -1.53064 1.13361 0.51820  0.1774

> Which value of energy does entry 1 give?

-64784.11399 eV